{"formula": "H2S", "method": "the ωB97M-V functional and the def2-TZVPD basis", "smiles": "S", "homo_lumo_gap_ev": 10.9, "relative_energy_kcal_mol": 0.0, "total_charge": 0, "e_lumo_ev": 1.04, "symbols": ["S", "H", "H"], "positions_angstrom": [[0.11, -0.26, -0.55], [-0.94, 0.38, -0.02], [0.83, -0.12, 0.57]]}